Version one
ORCA calculation (wB97M-V/def2-TZVPD) on 3 unconnected molecules or ions with the total composition C6H12Br6.

```
24
Properties=species:S:1:pos:R:3:lowdin_charge:R:1
Br 11.41899 -28.71250 23.46458 0.597
C 10.04545 -27.68557 24.39702 -0.741
C 10.36868 -27.53561 25.85785 -0.712
Br 10.05454 -29.17559 26.84409 0.607
H 9.11441 -28.22069 24.24822 0.048
H 10.02888 -26.72078 23.90038 -0.035
H 9.72444 -26.77604 26.29674 0.030
H 11.40322 -27.26983 26.04603 0.049
Br 6.14426 -25.48741 19.24862 0.676
C 5.49880 -25.99380 17.48626 -0.712
C 6.61399 -25.88297 16.48530 -0.740
Br 5.95520 -26.35948 14.74201 0.647
H 4.68187 -25.31822 17.24605 0.052
H 5.07539 -26.98849 17.58446 0.054
H 7.45450 -26.51770 16.74850 0.058
H 6.96247 -24.85418 16.45138 0.054
Br 7.10929 -25.23562 25.26338 0.639
C 6.72311 -23.96022 23.85895 -0.691
C 6.84688 -24.53042 22.47463 -0.735
Br 8.56255 -25.35578 22.11661 0.653
H 7.38872 -23.11705 24.01669 0.058
H 5.69625 -23.63039 24.00299 0.063
H 6.76665 -23.73820 21.73318 0.041
H 6.06703 -25.26272 22.28249 0.038
```

Summary:
SMILES string   BrCCBr.BrCCBr.BrCCBr
Kohn-Sham gap   10.299 eV
LUMO energy   0.4003 eV
HOMO   -9.90 eV

---

Version two
ORCA calculation (wB97M-V/def2-TZVPD) on a molecular structure, C6H12Br6.

```
24
Properties=species:S:1:pos:R:3:lowdin_charge:R:1
Br 0.83754 0.55413 1.27701 0.852
C 1.94736 0.56164 -0.28559 -0.566
C 3.10332 -0.42112 0.04367 -0.505
Br 2.36933 -2.28970 -0.26709 0.810
H 2.20439 1.60627 -0.46108 0.072
H 1.37366 0.17923 -1.12983 0.046
H 3.65287 -0.24427 0.96823 0.070
H 3.84384 -0.27790 -0.74323 0.054
Br -2.82747 3.26557 -1.62827 0.505
C -1.52202 2.03942 -0.62462 -0.633
C -2.25700 1.09070 0.28613 -0.808
Br -3.39472 -0.11806 -0.73947 0.532
H -0.93632 2.67777 0.03688 0.044
H -0.87014 1.59505 -1.37674 0.047
H -2.90836 1.56636 1.01932 0.066
H -1.64404 0.44797 0.91803 -0.345
Br -2.04102 -2.27053 -1.11916 0.482
C -0.28317 -1.40898 -0.47206 -0.680
C -0.12285 -1.73453 1.05168 -0.743
Br -1.43808 -0.60997 2.02348 0.829
H -0.27101 -0.31955 -0.50516 -0.045
H 0.58296 -1.59229 -1.10792 -0.067
H 0.84022 -1.51359 1.51187 -0.078
H -0.23922 -2.78356 1.32388 0.063
```

Summary:
Kohn-Sham gap   7.262 eV
LUMO energy   -0.1258 eV
HOMO   -7.39 eV

---

Verdict on stability: version two comes out at the bottom.

---

Version one
ORCA calculation (wB97M-V/def2-TZVPD) on a molecular structure, C37H24F5InN2P2SSeTe.

```
74
Properties=species:S:1:pos:R:3:lowdin_charge:R:1
In -0.14162 -0.26066 -0.41632 0.440
F -1.37930 -2.25175 6.14366 0.136
C -1.34693 -2.23776 4.81428 -0.136
C -0.40628 -1.47693 4.14684 -0.140
F 0.47780 -0.75259 4.83101 0.132
C -0.38465 -1.47972 2.76595 -0.223
F 0.55980 -0.72663 2.16396 0.017
C -1.27782 -2.21301 1.99797 -0.501
S -1.28365 -2.29693 0.23964 0.678
C -2.21226 -2.96770 2.70260 -0.242
F -3.10178 -3.70652 2.03971 0.093
C -2.25232 -2.98733 4.08431 -0.139
F -3.16057 -3.72520 4.71792 0.133
Te 3.82928 0.36894 -3.60220 1.292
C 3.89147 -1.25746 -4.95393 -0.550
C 3.77958 -2.57383 -4.53194 -0.125
C 3.76907 -3.58304 -5.48243 -0.151
N 3.86883 -3.36940 -6.79303 0.056
C 3.99372 -2.10495 -7.18599 -0.156
C 4.00825 -1.02229 -6.31694 -0.139
C 2.30645 -0.34353 -2.36518 -0.993
P 0.70954 0.23529 -2.75655 0.780
C 0.53023 2.04454 -2.79798 -0.385
C -0.70919 2.60051 -3.12016 -0.109
C -0.93184 3.95718 -2.95860 -0.079
C 0.08007 4.77311 -2.46840 -0.069
C 1.30994 4.22701 -2.13646 -0.065
C 1.53248 2.86549 -2.29345 -0.114
C 0.17663 -0.38511 -4.36477 -0.352
C 0.08950 0.42369 -5.49276 -0.079
C -0.17110 -0.14513 -6.73202 -0.070
C -0.33228 -1.51722 -6.85013 -0.073
C -0.24046 -2.32936 -5.72645 -0.070
C 0.01318 -1.76487 -4.48859 -0.091
P 2.40077 -0.51140 -0.62682 0.819
C 3.63095 0.54834 0.15804 -0.375
C 3.23003 1.75224 0.73493 -0.092
C 4.17738 2.62378 1.25148 -0.070
C 5.52428 2.29479 1.19158 -0.074
C 5.92779 1.09400 0.62180 -0.070
C 4.98488 0.22006 0.10460 -0.101
C 2.82762 -2.20140 -0.11765 -0.357
C 3.21653 -2.46931 1.19484 -0.091
C 3.40188 -3.77763 1.61201 -0.072
C 3.19443 -4.82781 0.72607 -0.077
C 2.79486 -4.56661 -0.57572 -0.069
C 2.60618 -3.25707 -0.99489 -0.099
H 3.70306 -2.81585 -3.48156 0.071
H 3.68074 -4.61903 -5.17140 0.104
H 4.07318 -1.94080 -8.25546 0.103
H 4.08288 -0.01714 -6.71311 0.090
H -1.51619 1.96793 -3.47413 0.118
H -1.90306 4.37231 -3.19083 0.108
H -0.09948 5.83110 -2.32964 0.107
H 2.09790 4.85660 -1.74338 0.108
H 2.48912 2.44696 -2.00420 0.055
H 0.24218 1.49188 -5.40959 0.105
H -0.23416 0.48684 -7.60824 0.107
H -0.52524 -1.95825 -7.81938 0.106
H -0.35768 -3.40100 -5.81863 0.108
H 0.10067 -2.39907 -3.61253 0.105
H 2.17538 2.00158 0.78724 0.100
H 3.86289 3.55407 1.70601 0.108
H 6.26357 2.97537 1.59366 0.106
H 6.97860 0.83977 0.57794 0.108
H 5.29683 -0.71725 -0.33971 0.110
H 3.37647 -1.65460 1.89186 0.111
H 3.70878 -3.97925 2.63019 0.106
H 3.33968 -5.84883 1.05400 0.105
H 2.61929 -5.38318 -1.26436 0.107
H 2.27081 -3.04126 -2.00155 0.075
Se -3.27386 3.26667 0.20967 0.591
C -1.89236 2.20220 0.29118 -0.950
N -0.94674 1.50117 0.36872 -0.050
```

Summary:
Kohn-Sham gap   7.861 eV
LUMO energy   -0.1633 eV
HOMO   -8.02 eV

---

Version two
ORCA calculation (wB97M-V/def2-TZVPD) on a molecular structure, C37H24F5InN2P2SSeTe.

```
74
Properties=species:S:1:pos:R:3:lowdin_charge:R:1
In -1.63285 1.53784 -1.20590 0.475
F -6.03010 -3.60326 -0.59845 0.136
C -5.31533 -2.62011 -1.13541 -0.150
C -5.45217 -1.32665 -0.66652 -0.151
F -6.28772 -1.07137 0.33815 0.131
C -4.70282 -0.31455 -1.23107 -0.255
F -4.83148 0.91735 -0.72775 0.079
C -3.80916 -0.54570 -2.26979 -0.528
S -2.94807 0.76849 -3.07935 0.676
C -3.67746 -1.85971 -2.70242 -0.241
F -2.82058 -2.16462 -3.67938 0.091
C -4.41616 -2.88886 -2.14930 -0.153
F -4.25432 -4.14011 -2.57583 0.129
Te 1.94657 -1.86782 0.19353 1.270
C 3.11975 -0.83493 1.61581 -0.552
C 4.15158 -1.52163 2.24550 -0.146
C 4.92743 -0.84849 3.17719 -0.158
N 4.74581 0.42755 3.51226 0.056
C 3.75401 1.07071 2.90039 -0.142
C 2.92238 0.49329 1.95158 -0.127
C 0.52241 -0.42506 -0.30208 -1.028
P 0.79689 0.78128 -1.53427 0.814
C 1.23810 -0.00655 -3.10371 -0.355
C 2.13679 0.56206 -4.00181 -0.079
C 2.38194 -0.05257 -5.22157 -0.073
C 1.72413 -1.22756 -5.55487 -0.076
C 0.81509 -1.78998 -4.66836 -0.067
C 0.57252 -1.18212 -3.44809 -0.104
C 2.14445 1.93493 -1.17994 -0.371
C 3.47510 1.51059 -1.17600 -0.111
C 4.48108 2.38884 -0.81271 -0.068
C 4.17025 3.69704 -0.45734 -0.069
C 2.85352 4.12868 -0.46974 -0.064
C 1.84244 3.24813 -0.83170 -0.091
P -0.92450 -0.11973 0.60786 0.827
C -2.00773 -1.54174 0.92551 -0.357
C -1.85103 -2.77162 0.30076 -0.088
C -2.69783 -3.82798 0.61703 -0.072
C -3.70028 -3.65854 1.55861 -0.078
C -3.87855 -2.42116 2.16838 -0.070
C -3.04288 -1.36477 1.84839 -0.098
C -0.59157 0.54395 2.26066 -0.359
C -0.44822 -0.26872 3.38051 -0.081
C -0.05216 0.28657 4.58931 -0.065
C 0.18513 1.64949 4.68616 -0.070
C 0.03298 2.46740 3.57330 -0.066
C -0.34759 1.91427 2.36248 -0.103
H 4.35682 -2.56408 2.03067 0.090
H 5.73805 -1.36547 3.68011 0.103
H 3.61151 2.11086 3.17592 0.108
H 2.13915 1.07921 1.49202 0.075
H 2.65171 1.48069 -3.75028 0.104
H 3.08887 0.38943 -5.91166 0.106
H 1.91667 -1.70399 -6.50751 0.105
H 0.28928 -2.69941 -4.92881 0.108
H -0.13930 -1.61834 -2.75907 0.087
H 3.72064 0.49206 -1.45189 0.102
H 5.50943 2.05110 -0.79892 0.110
H 4.96026 4.37957 -0.17121 0.107
H 2.60125 5.14337 -0.19201 0.102
H 0.81518 3.59447 -0.83342 0.059
H -1.05501 -2.91307 -0.41586 0.083
H -2.56589 -4.78508 0.12854 0.114
H -4.35555 -4.48283 1.80819 0.112
H -4.67386 -2.27800 2.88814 0.113
H -3.18440 -0.40430 2.33264 0.119
H -0.63164 -1.33263 3.30461 0.112
H 0.07614 -0.34921 5.45567 0.108
H 0.49016 2.07827 5.63214 0.107
H 0.20557 3.53355 3.64506 0.099
H -0.44221 2.55669 1.49304 0.050
Se -0.84912 5.68323 1.04893 0.613
C -1.51972 4.37148 0.10533 -0.958
N -1.97379 3.48986 -0.53038 -0.054
```

Summary:
Kohn-Sham gap   7.774 eV
LUMO energy   -0.2647 eV
HOMO   -8.04 eV

---

Verdict on stability: version one comes out at the bottom.